# 1
The following is a DFT calculation (ωB97M-V/def2-TZVPD) of C2H3BeO7 as an isolated structure in a non-equilibrium geometry.

Calculated values
Lowest unoccupied orbital energy = 2.6 eV
Gap between HOMO and LUMO = 0.2169 hartree
Net charge = -1
Total energy = -619.58274 Eh
HOMO = -3.253 eV
F_max = 11.7 eV/A
Relative energy (zero: lowest compared OMol25 entry of this formula, charge and spin) = 64.2 kcal/mol

XYZ file:
```
13
Properties=species:S:1:pos:R:3:nbo_charge:R:1
Be 6.81 23.69 16.70 1.66
C 8.72 24.70 16.40 0.94
O 7.91 24.94 15.48 -0.78
O 10.00 24.85 16.29 -0.69
O 8.26 24.11 17.36 -0.85
H 10.18 25.26 15.46 0.49
C 5.28 24.35 17.70 0.88
O 5.56 24.58 16.47 -0.99
O 4.01 24.37 17.81 -0.77
O 5.93 23.35 17.94 -0.94
O 6.78 22.35 15.77 -0.96
H 6.11 21.95 15.21 0.52
H 7.08 21.64 16.34 0.50
```


# 2
The following is a DFT calculation (ωB97M-V/def2-TZVPD) of a 2-piece molecular cluster, C12H17N overall in a non-equilibrium geometry.

Calculated values
Lowest unoccupied orbital energy = 1.0 eV
Gap between HOMO and LUMO = 0.3148 hartree
Net charge = 0
Total energy = -522.15503 Eh
HOMO = -7.609 eV
F_max = 4.3 eV/A
Relative energy (zero: lowest compared OMol25 entry of this formula, charge and spin) = 40.9 kcal/mol
SMILES = CCc1c[nH]c2ccccc12.CC

XYZ file:
```
30
Properties=species:S:1:pos:R:3:nbo_charge:R:1
C -1.26 1.07 -1.73 -0.41
C -0.02 0.91 -2.69 -0.60
C -1.36 -0.06 -0.79 -0.07
C -2.63 -0.47 -0.35 -0.03
C -0.46 -0.78 0.04 -0.12
C -1.18 -1.29 1.12 0.16
C 0.92 -0.98 0.05 -0.17
C -0.59 -1.96 2.17 -0.26
C 1.61 -1.60 1.09 -0.25
C 0.80 -1.97 2.18 -0.20
N -2.49 -1.31 0.77 -0.54
H -1.15 1.87 -1.01 0.21
H -2.12 1.26 -2.36 0.22
H 0.12 1.90 -3.08 0.21
H -3.63 -0.26 -0.67 0.21
H -3.23 -1.84 1.20 0.41
H 1.52 -0.58 -0.73 0.20
H -1.08 -2.35 3.02 0.21
H 2.70 -1.90 1.12 0.23
H 1.23 -2.29 3.12 0.20
H -0.29 0.31 -3.57 0.20
H 0.79 0.37 -2.24 0.21
C 2.35 2.51 -0.85 -0.61
C 2.96 3.40 0.23 -0.61
H 2.42 1.45 -0.51 0.20
H 1.32 2.81 -0.99 0.21
H 3.04 2.54 -1.69 0.21
H 2.51 4.43 0.05 0.19
H 4.04 3.50 0.03 0.20
H 2.67 3.17 1.26 0.21
```


# 3
The following is a DFT calculation (ωB97M-V/def2-TZVPD) of C6H11N in the gas phase.

Calculated values
Lowest unoccupied orbital energy = 1.1 eV
Gap between HOMO and LUMO = 0.3757 hartree
Net charge = 0
Total energy = -289.91303 Eh
HOMO = -9.133 eV
F_max = 0.4 eV/A
Relative energy (zero: lowest compared OMol25 entry of this formula, charge and spin) = 36.8 kcal/mol
SMILES = [H]/N=C1/[C@H](C)[C@H]1CC

XYZ file:
```
18
Properties=species:S:1:pos:R:3:nbo_charge:R:1
C -2.44 -0.06 -0.85 -0.60
C -1.39 -0.52 0.16 -0.39
C 0.02 -0.13 -0.24 -0.30
C 1.17 -0.14 0.80 -0.28
C 2.53 -0.67 0.41 -0.60
C 0.64 1.11 0.24 0.32
N 0.75 2.37 0.26 -0.59
H -3.44 -0.38 -0.55 0.21
H -2.44 1.03 -0.94 0.20
H -2.23 -0.48 -1.84 0.20
H -1.61 -0.09 1.15 0.20
H -1.43 -1.61 0.28 0.20
H 0.31 -0.46 -1.24 0.22
H 0.07 2.78 -0.38 0.33
H 0.85 -0.37 1.82 0.22
H 2.53 -1.76 0.40 0.21
H 2.81 -0.32 -0.60 0.21
H 3.30 -0.32 1.10 0.22
```


# 4
The following is a DFT calculation (ωB97M-V/def2-TZVPD) of C7H13N in the gas phase in a non-equilibrium geometry.

Calculated values
Lowest unoccupied orbital energy = 1.0 eV
Gap between HOMO and LUMO = 0.3015 hartree
Net charge = 0
Total energy = -329.20376 Eh
HOMO = -7.172 eV
F_max = 4.2 eV/A
Relative energy (zero: lowest compared OMol25 entry of this formula, charge and spin) = 42.5 kcal/mol
SMILES = C/C=C/C(=C/N)CC

XYZ file:
```
21
Properties=species:S:1:pos:R:3:nbo_charge:R:1
C -0.73 -1.14 2.34 -0.61
C -0.65 -1.41 0.79 -0.42
N 2.09 -1.99 -0.01 -0.82
C 1.44 -0.83 -0.27 0.05
C 0.16 -0.44 0.02 -0.18
C -0.30 0.88 -0.32 -0.19
C -0.34 1.62 -1.41 -0.18
C -0.73 2.98 -1.89 -0.64
H -0.53 -2.03 2.93 0.20
H -1.72 -0.74 2.53 0.21
H -0.02 -0.40 2.70 0.21
H -1.70 -1.45 0.45 0.21
H -0.40 -2.46 0.65 0.20
H 1.74 -2.65 0.66 0.38
H 3.01 -2.18 -0.38 0.39
H 1.95 -0.19 -0.99 0.19
H -1.03 1.30 0.42 0.17
H 0.10 1.05 -2.27 0.16
H -1.54 3.42 -1.29 0.21
H -0.93 3.02 -2.95 0.22
H 0.12 3.64 -1.71 0.22
```